A structure of composition Li3N2O6Sr. Source: the OMol25 dataset; level of theory: ωB97M-V/def2-TZVPD.

## Properties
HOMO level: -18.289 eV
Frontier orbital gap: 5.7 eV
LUMO: -12.6 eV

Structure (ORCA input):
```
! RIJCOSX wB97M-V def2-TZVPD def2/J DEFGRID3
* xyz 3 1
Sr -2.76068 1.27583 3.03401
Li -0.31388 2.61772 -1.09464
Li 0.89801 -1.77920 2.42419
Li 0.43441 -1.94922 -1.65723
N -1.23467 -0.35819 0.44521
O -2.24541 -0.39378 1.23217
O -0.89928 0.75372 0.00935
O -0.67566 -1.40452 0.10446
N 1.70189 0.31002 -1.15026
O 2.01083 1.49398 -0.91068
O 1.46426 -0.11935 -2.29469
O 1.62018 -0.44701 -0.14190
*
```

---

The ion N2 with charge -1. Source: the OMol25 dataset; level of theory: ωB97M-V/def2-TZVPD.

## Properties
HOMO level (alpha / beta): 2.162 / -4.609 eV
Frontier orbital gap (alpha / beta): 6.0 / 12.8 eV
LUMO (alpha / beta): 8.1 / 8.2 eV

Structure (ORCA input):
```
! RIJCOSX wB97M-V def2-TZVPD def2/J DEFGRID3
* xyz -1 2
N -0.29759 -0.34534 0.37322
N 0.29759 0.34534 -0.37322
*
```

---

A structure of composition N2O10SSr6. Source: the OMol25 dataset; level of theory: ωB97M-V/def2-TZVPD.

## Properties
HOMO level: -30.364 eV
Frontier orbital gap: 4.9 eV
LUMO: -25.5 eV

Structure (ORCA input):
```
! RIJCOSX wB97M-V def2-TZVPD def2/J DEFGRID3
* xyz 8 1
Sr -1.53307 14.34810 30.84415
Sr 0.48507 18.61536 29.20211
Sr 3.95339 18.09167 27.14679
Sr 1.49489 13.15980 24.77236
Sr -2.62588 17.35913 25.72057
Sr 2.47962 14.64670 29.73553
N 4.63408 17.80539 30.47044
O 5.34271 18.57007 29.82436
O 3.90918 16.91496 29.72489
O 4.36002 17.89722 31.59874
N 0.80370 18.50134 24.96493
O 1.40943 18.57983 23.97259
O 1.42398 18.65514 26.12371
O -0.46977 18.29074 24.96247
S 0.53730 15.78867 27.61496
O 0.98295 14.84940 26.53269
O 1.77138 16.47048 28.16891
O -0.45991 16.81809 27.25729
O 0.11293 14.99732 28.92074
*
```

---

An isolated molecule of N2O2. Source: the OMol25 dataset; level of theory: ωB97M-V/def2-TZVPD.

## Properties
SMILES: O=NN=O
HOMO level: -10.708 eV
Frontier orbital gap: 10.3 eV
LUMO: -0.4 eV

Structure (ORCA input):
```
! RIJCOSX wB97M-V def2-TZVPD def2/J DEFGRID3
* xyz 0 1
O 1.81223 -0.02298 0.04444
N 0.66070 0.05283 -0.10671
N -0.53849 -0.04282 0.05284
O -1.99899 0.01093 0.00317
*
```

---

no.,electronic energy (Ha),F_max (eV/A)
1,-613.1199,1.81
2,-109.4727,0.01
3,-1439.9361,3.72
4,-259.7466,11.00